Entry 1:
ORCA calculation (ωB97M-V/def2-TZVPD) on C7H4I4O as an isolated structure at a distorted geometry.

Cartesian coordinates (Å):
I 4.496023 2.064641 -1.372004
I 3.998589 -1.751915 1.565915
I 2.266430 1.358445 2.125541
I 2.886234 -1.653675 -1.828034
O 1.006159 -2.349606 1.860831
C 0.988595 0.827853 -0.644206
C -0.537597 -0.719105 1.271101
C 1.919556 0.186441 0.237717
C -1.022967 0.345462 0.737550
C -0.269054 1.020376 -0.356520
C 2.811120 -0.800394 0.004827
C -0.028145 -2.050062 1.347863
H -0.571199 -2.777445 0.789798
H -1.925540 0.808626 1.115627
H -0.984500 1.503141 -1.045035
H 1.302800 1.360412 -1.585230

Atoms 1-2, force components in eV/Å:
0.0 0.0 0.1
-0.3 0.7 -1.3

## Properties
- E_LUMO (alpha / beta) (eV) = -1.53 / -3.07
- frontier orbital gap (alpha / beta) (eV) = 7.326 / 5.620
- E (eV) = -41767.9322

Entry 2:
ORCA calculation (ωB97M-V/def2-TZVPD) on C17H19BiN12S3Te as an isolated structure.

Cartesian coordinates (Å):
Bi -0.135484 -0.324679 0.034679
Te -2.481564 1.919809 -0.095895
S 0.734561 1.871580 1.378050
S 2.613611 -0.589650 0.030912
S 2.004804 1.214941 4.061664
N 0.044182 1.618384 -2.423425
N 0.669644 -0.477800 2.647149
N 0.197662 1.734095 -3.684622
N 0.798083 -1.642381 -3.426269
N 0.490379 0.545398 -4.250626
N 0.876839 -3.904513 -2.660811
N 0.142671 -2.382106 -1.262278
N 0.592411 -4.470229 -1.481399
N 2.370131 -3.043957 1.095599
N 0.155135 -3.586192 -0.645793
N 4.197590 -1.763700 1.760884
N 0.241424 0.310477 -2.091920
C 0.823301 -2.505887 4.046577
C 4.587167 -2.774562 2.520959
C 1.901063 -5.331900 1.745689
C -3.524850 1.511778 -1.903787
C 0.512314 -0.311992 -3.251734
C 1.844651 -0.404293 4.670578
C 1.062378 0.764702 2.664123
C 2.753194 -4.112034 1.827868
C 3.084327 -1.889359 1.032556
C 2.352374 -0.961894 5.838408
C 1.087129 -1.165902 3.771959
C 3.890223 -3.992635 2.576020
C -1.689864 3.761409 -0.788089
C 2.092836 -2.296564 6.093670
C 0.598526 -2.619855 -2.483636
C 1.330154 -3.061038 5.205428
C 5.810252 -2.547553 3.348402
H -2.802530 1.458720 -2.714921
H 2.373238 -6.155930 2.273927
H 1.033093 -1.932337 -4.360677
H -4.045413 0.563439 -1.797388
H 1.128352 -4.099240 5.434818
H 1.545057 -3.168202 0.493530
H 2.936587 -0.369559 6.529587
H 4.240009 -4.815527 3.180358
H 2.476765 -2.749900 6.997411
H 0.924012 -5.139526 2.190977
H -1.425039 3.630528 -1.832524
H 5.560954 -1.860741 4.159273
H -4.245134 2.304067 -2.086216
H 6.578925 -2.069553 2.744086
H -2.439457 4.533434 -0.644536
H 0.215112 -3.081124 3.359359
H 1.731888 -5.607274 0.702834
H -0.795017 3.980814 -0.212108
H 6.189739 -3.472790 3.776117

Atoms 1-2, force components in eV/Å:
0.6 -0.1 0.1
-0.4 0.1 0.0

## Properties
- E_LUMO (eV) = -0.79
- frontier orbital gap (eV) = 7.432
- E (eV) = -81457.0978

Entry 3:
ORCA calculation (ωB97M-V/def2-TZVPD) on C18H21AlIN7O8 as an isolated structure at a distorted geometry.

Cartesian coordinates (Å):
I -2.471991 3.400318 0.163209
Al -0.008395 0.588336 -0.119951
O -0.664537 -1.857977 -2.346799
O 1.909477 0.327640 -0.377830
O 0.092573 1.561734 -1.749134
O 2.632915 -6.528951 -0.430188
O -1.729317 -3.616678 -1.521972
O -0.020453 -1.158532 0.363407
O 4.331474 -5.480257 0.486803
O 3.699016 -0.138532 0.868614
N 2.651023 -0.510417 0.325177
N -0.739588 -2.867343 -1.611705
N -2.610589 0.297641 -1.852484
N 3.200549 -5.479779 -0.047274
N -2.728204 -0.858868 -0.038768
N 1.675216 2.763371 1.300794
N 0.320404 1.728663 2.601186
C -2.379669 1.228868 -2.925161
C -2.574942 -1.477100 1.245316
C -3.708782 -0.517930 -1.960851
C -0.233851 2.558303 -1.026315
C 0.446377 -3.144470 -0.780528
C 3.045449 -3.024960 0.244235
C 0.864448 -2.040295 -0.018221
C 2.493289 -4.239353 -0.217500
C 0.628391 1.883113 1.265760
C 1.110655 2.517290 3.402758
C -1.944647 0.103675 -0.658871
C 1.953113 3.182902 2.584357
C -0.203020 3.931537 -1.640723
C -3.783693 -1.241365 -0.827468
C -0.709203 0.877239 3.122547
C 1.209676 -4.294310 -0.792142
C 2.432549 3.279688 0.190401
C 2.240813 -1.875193 0.245839
H -1.683517 1.164124 2.701311
H 1.007373 2.547193 4.474482
H -0.490761 -0.175064 2.877530
H -1.986809 -0.853120 1.922688
H 3.350165 3.707024 0.618588
H 0.711738 4.040313 -2.246647
H -2.646978 2.252855 -2.624647
H 4.065924 -2.979224 0.617838
H -3.580524 -1.625618 1.667998
H -4.475956 -2.015665 -0.537450
H -2.103071 -2.469397 1.146168
H 0.821806 -5.212706 -1.229021
H -3.050620 0.917194 -3.740073
H 2.733468 3.895431 2.789192
H -0.195151 4.687163 -0.860675
H -4.342785 -0.525113 -2.831218
H -1.065420 4.036931 -2.303238
H -1.349575 1.185223 -3.293146
H -0.729550 0.982855 4.214997
H 2.693165 2.477428 -0.507909
H 1.890553 4.084163 -0.323286

Atoms 1-2, force components in eV/Å:
-2.1 0.3 1.2
1.1 0.3 -1.4

## Properties
- E_LUMO (alpha / beta) (eV) = 4.37 / 4.37
- frontier orbital gap (alpha / beta) (eV) = 4.773 / 3.350
- charge = -2
- E (eV) = -60507.1324

Entry 4:
ORCA calculation (ωB97M-V/def2-TZVPD) on an isolated ion of composition C5H11N2O and charge +1 at a distorted geometry.

Cartesian coordinates (Å):
O -0.748150 -2.138003 1.198941
N 0.058151 0.250231 -0.625761
N -2.433314 -0.450241 1.245236
C -0.981015 -0.774563 -0.708408
C 1.248000 -0.195108 -0.621301
C -0.199894 1.762992 -0.497182
C 2.311855 0.588922 -0.111420
C -1.468496 -1.131614 0.786621
H -0.571447 -1.618003 -1.248832
H -1.791832 -0.384629 -1.229349
H 1.351891 -1.233029 -1.019406
H -0.974971 -2.658298 2.027846
H 2.573761 1.549442 -0.659100
H -1.173152 2.038678 -0.017931
H 3.214782 -0.025161 -0.232358
H -0.035882 2.103109 -1.528895
H 1.946374 0.794307 0.954460
H 0.544673 2.176625 0.109307
H -2.871335 -0.655656 2.177533

Atoms 1-2, force components in eV/Å:
1.1 -2.4 1.7
-0.8 0.7 0.3

## Properties
- E_LUMO (eV) = -4.30
- frontier orbital gap (eV) = 9.821
- charge = +1
- E (eV) = -10382.9313
- structure (SMILES) = [H]/N=C(\O)C/[N+](C)=C/C

Copy entry 1 word for word.
ORCA calculation (ωB97M-V/def2-TZVPD) on C7H4I4O as an isolated structure at a distorted geometry.

Cartesian coordinates (Å):
I 4.496023 2.064641 -1.372004
I 3.998589 -1.751915 1.565915
I 2.266430 1.358445 2.125541
I 2.886234 -1.653675 -1.828034
O 1.006159 -2.349606 1.860831
C 0.988595 0.827853 -0.644206
C -0.537597 -0.719105 1.271101
C 1.919556 0.186441 0.237717
C -1.022967 0.345462 0.737550
C -0.269054 1.020376 -0.356520
C 2.811120 -0.800394 0.004827
C -0.028145 -2.050062 1.347863
H -0.571199 -2.777445 0.789798
H -1.925540 0.808626 1.115627
H -0.984500 1.503141 -1.045035
H 1.302800 1.360412 -1.585230

Atoms 1-2, force components in eV/Å:
0.0 0.0 0.1
-0.3 0.7 -1.3

## Properties
- E_LUMO (alpha / beta) (eV) = -1.53 / -3.07
- frontier orbital gap (alpha / beta) (eV) = 7.326 / 5.620
- E (eV) = -41767.9322

> Look up the E of the second one.

-81457.0978 eV